[1]
ORCA calculation (ωB97M-V/def2-TZVPD) on C32H24ClMnN5O4S3 as an isolated structure.

Structure (XYZ):
```
70
Properties=species:S:1:pos:R:3
Mn 0.61436 -0.16838 -0.59919
Cl 5.62385 -5.00249 -2.86621
S 0.96666 2.54945 -2.58327
S -0.20898 3.03437 1.66952
S 2.35431 0.94919 0.62265
O 1.80810 -0.62101 -2.12008
O 1.80460 1.87804 -3.54090
O 1.58828 3.48328 -1.69349
O -2.35830 1.14817 -1.78885
N -0.64064 -0.04424 1.00652
N 1.20992 -1.80909 0.41818
N -0.91660 -1.44349 -1.45084
N -3.22754 -1.86693 -0.65348
N -0.07514 1.51804 -1.82098
C 2.59618 0.57396 3.28181
C 1.83727 1.22219 2.28784
C 2.30888 0.65497 4.63283
C -1.49824 2.86453 -3.18101
C 0.32422 -2.84502 3.91931
C -1.34923 1.74204 -2.18742
C -0.16725 4.47784 -4.37903
C -0.64347 -1.90148 4.20030
C 4.47574 -3.69164 -2.60641
C -1.33459 4.96871 -4.95144
C -0.28574 3.42030 -3.49888
C 4.32694 -2.70157 -3.59020
C 0.63370 -1.91925 1.70611
C -3.31862 -2.31325 0.74010
C 2.81381 -2.60393 -1.22336
C -1.99435 0.06586 3.45878
C -0.99204 -0.94311 3.24616
C -2.66605 3.34932 -3.74331
C 0.46933 2.08059 4.10638
C -1.53299 0.92023 1.24268
C 2.62874 -1.57708 -2.21200
C 3.74058 -3.63732 -1.45567
C 2.09973 -2.64698 0.02219
C -1.99078 -1.63104 -1.07758
C -4.25731 -0.91291 -1.06590
C 3.43505 -1.68534 -3.39577
C -0.34396 -0.93874 1.99512
C 0.96017 -2.85094 2.67663
C 1.21648 1.40631 5.05517
C 0.76088 2.04241 2.72929
C -2.27221 0.94963 2.47879
C -2.57299 4.40891 -4.63660
H 2.92425 0.11952 5.34923
H 3.87043 -4.40300 -0.69815
H 3.42672 -0.03458 2.94281
H 0.95538 1.47208 6.10674
H 3.30553 -0.89888 -4.12870
H 0.80041 4.90548 -4.60820
H -3.20052 -1.47660 1.43524
H -4.29966 -0.06414 -0.37843
H -5.21853 -1.43082 -1.07678
H -2.53797 -3.04461 0.93926
H 1.73327 -3.58623 2.49709
H -3.46971 4.81228 -5.09286
H -3.61541 2.90312 -3.47515
H -1.90282 1.44805 0.38170
H -0.37129 2.69367 4.41042
H -3.01990 1.72113 2.60211
H 0.61130 -3.57341 4.66842
H -1.28482 5.79813 -5.64731
H -2.51864 0.09467 4.40829
H -4.01720 -0.52052 -2.04847
H -4.29450 -2.77788 0.89042
H 2.37892 -3.47946 0.67046
H -1.13133 -1.88186 5.16943
H 4.92539 -2.74923 -4.49205
```

As for the multiplicity: 2. As for the expectation value of S²: 0.828. As for the maximum force: 0.52 eV Å⁻¹. The relative energy (zero: lowest compared OMol25 entry of this formula, charge and spin) comes out at 11.3 kcal/mol. Its net charge is -2.

Atom charges from the natural (NBO) analysis, given in e for atoms 1 to 6: number 1, Mn, carries 0.851; number 2, Cl, carries -0.089; number 3, S, carries 2.306; number 4, S, carries -0.289; number 5, S, carries -0.294; number 6, O, carries -0.673

[2]
ORCA calculation (ωB97M-V/def2-TZVPD) on C32H24N5O6SSeZr as an isolated structure.

Structure (XYZ):
```
70
Properties=species:S:1:pos:R:3
Zr -0.31354 -0.30499 0.90154
Se -3.18911 -0.37128 0.50883
S 2.51997 -0.35820 0.46478
O -0.64107 -2.81980 -2.64252
O 0.36998 -2.27190 1.71379
O -2.12054 -1.04556 1.68632
O -1.83935 0.19928 -0.40808
O -4.02378 0.84738 1.10892
O -3.93191 -1.54911 -0.26891
N 0.85095 1.54081 0.10300
N -0.14013 -4.37597 -1.01984
N 0.51762 2.34768 1.25280
N 0.02155 -2.18079 -0.49506
N -0.36422 1.53200 2.02858
C 2.28789 1.32442 0.15830
C 1.39892 -5.02552 0.83041
C 0.45074 2.85359 3.92651
C 0.62537 2.97568 5.29665
C -1.31637 -6.38848 0.89328
C -0.55611 0.69224 4.27670
C 3.35097 -6.34146 0.32380
C 0.22954 1.60316 -2.33304
C -1.08289 -5.03864 1.15485
C 0.28385 2.14586 -1.06807
C 2.16932 -5.73389 -0.08105
C 0.13815 3.64392 0.67883
C -2.95723 -5.04230 2.66045
C 0.21412 1.97698 6.16568
C -0.33245 3.33503 -0.72144
C 2.64189 3.81444 0.23538
C 1.82362 -4.92306 2.15220
C 1.45199 4.38810 0.50114
C -2.36352 -7.05539 1.50329
C -1.05975 4.02889 -1.66739
C 0.17712 -2.86912 0.61336
C -0.13262 1.69580 3.39487
C -0.31945 -3.09042 -1.51577
C 3.77312 -6.23602 1.63899
C 0.07875 -4.37767 0.41820
C -3.18946 -6.37963 2.39335
C 3.00730 -5.52110 2.55018
C -0.49804 2.31342 -3.28296
C 3.07308 2.42026 0.14887
C -1.90654 -4.36824 2.04803
C -0.38052 0.83503 5.64178
C -1.14195 3.50013 -2.95214
H -1.72299 4.01619 -3.70585
H 1.09161 3.87240 5.68826
H -1.55333 4.96126 -1.42347
H 4.69832 -6.70176 1.95408
H -4.01322 -6.89569 2.87004
H -0.71291 0.03982 6.29780
H 4.14272 2.25943 0.20164
H 3.33498 -5.42346 3.57736
H -2.53260 -8.10281 1.28726
H -0.57860 4.14718 1.32445
H -1.04873 -0.19549 3.89200
H 1.23050 -4.36444 2.86431
H -0.65870 -6.92958 0.22055
H 1.85522 -5.78720 -1.11475
H -0.59042 1.91512 -4.28472
H 0.68967 0.65016 -2.56156
H -1.75927 -3.31736 2.24772
H -0.65604 -5.11206 -1.47308
H -3.60263 -4.50111 3.34023
H 0.35198 2.08507 7.23392
H 1.39954 5.47158 0.49190
H 3.45964 4.51512 0.09398
H 0.80148 3.63431 3.26776
H 3.94522 -6.88876 -0.39715
```

As for the maximum force: 1.11 eV Å⁻¹. The relative energy (zero: lowest compared OMol25 entry of this formula, charge and spin) comes out at 47.3 kcal/mol. Its net charge is -1.

Atom charges from the natural (NBO) analysis, given in e for atoms 1 to 6: number 1, Zr, carries 2.315; number 2, Se, carries 2.751; number 3, S, carries -0.225; number 4, O, carries -0.592; number 5, O, carries -0.740; number 6, O, carries -1.120

[3]
ORCA calculation (ωB97M-V/def2-TZVPD) on C32H25AsClN2O8Ru as an isolated structure.

Structure (XYZ):
```
70
Properties=species:S:1:pos:R:3
Ru -0.35765 0.12833 0.10933
As -2.09002 -0.98249 -1.44308
Cl -0.71945 7.36469 -1.57533
O 0.92793 1.28911 -1.08688
O 0.00960 0.80306 2.14158
O -0.88778 -1.93247 0.94967
O -1.66439 1.68089 -0.42870
O 3.59206 -3.12473 1.00785
O -0.68367 -4.89159 1.63554
O 1.99654 -5.64552 0.46322
O 1.50430 -0.98601 0.27092
N 2.06953 0.29844 2.93990
N 0.23152 -0.91491 3.60883
C -1.29088 -2.61582 -2.10393
C 0.92026 2.52041 -1.26068
C 0.17652 -4.17222 1.19226
C -4.87058 -2.81303 1.18107
C -0.15987 3.40701 -1.08319
C -5.29243 -0.21801 -4.80722
C -5.09764 -1.80602 2.11153
C -3.99324 -2.60755 0.12750
C 0.75523 -3.76762 -2.67609
C -5.55652 0.16717 -3.49870
C -1.41249 2.93255 -0.67066
C 1.37189 -2.21167 0.63833
C 0.12662 -2.70926 0.94346
C -4.60763 -0.04279 -2.50474
C 0.03841 -4.93344 -2.90673
C 0.05312 4.78130 -1.35802
C -3.32343 -1.39656 0.00438
C 0.76602 0.05647 2.84941
C -1.34697 -4.92940 -2.78645
C 0.09069 -2.61123 -2.27673
C -4.07214 -0.79802 -5.12736
C -0.95932 5.66830 -1.22644
C -2.45067 3.88787 -0.55975
C -3.39674 -0.65127 -2.82254
C 1.60732 -4.56587 0.80204
C -3.11920 -1.00689 -4.13742
C 3.04280 -0.51721 3.65070
C -4.43519 -0.59435 1.99103
C 2.40561 -3.25691 0.80809
C -2.23141 5.21362 -0.81874
C -2.01041 -3.77341 -2.40410
C -3.54320 -0.38913 0.94169
H -2.16772 -1.45688 -4.38857
H -3.03724 5.92986 -0.71421
H -3.81804 -3.40614 -0.57559
H 2.40892 0.94821 2.25209
H 2.62438 -0.86511 4.59337
H -0.73008 -1.12900 3.39245
H -6.50400 0.62650 -3.24656
H 3.90781 0.09831 3.88302
H -4.60901 0.19725 2.71020
H 1.03610 5.11487 -1.67694
H -4.81518 0.25571 -1.48622
H 1.85849 2.97349 -1.60218
H -3.42830 3.53183 -0.25669
H -3.85975 -1.09171 -6.14802
H 0.79672 -1.68566 3.91938
H -5.37511 -3.76549 1.28043
H -3.03310 0.55797 0.85155
H -6.03881 -0.06628 -5.57857
H -5.79106 -1.96969 2.92724
H -1.91224 -5.82958 -2.99522
H 0.55722 -5.84274 -3.18518
H 0.64866 -1.70417 -2.10158
H 3.37815 -1.36919 3.05584
H 1.83207 -3.75453 -2.80115
H -3.09038 -3.77376 -2.34462
```

As for the multiplicity: 2. As for the expectation value of S²: 0.759. As for the maximum force: 2.11 eV Å⁻¹. The relative energy (zero: lowest compared OMol25 entry of this formula, charge and spin) comes out at 61.3 kcal/mol.

Atom charges from the natural (NBO) analysis, given in e for atoms 1 to 6: number 1, Ru, carries 1.206; number 2, As, carries 1.159; number 3, Cl, carries -0.003; number 4, O, carries -0.563; number 5, O, carries -0.735; number 6, O, carries -0.720

[4]
ORCA calculation (ωB97M-V/def2-TZVPD) on C32H25AsN2O6PbS4Si as an isolated structure.

Structure (XYZ):
```
72
Properties=species:S:1:pos:R:3
Pb 1.78256 -0.65419 -0.22409
As 3.02286 1.86375 -2.63687
S -0.07771 -6.71129 0.19996
S -0.92899 -4.19617 -1.10518
S -0.11047 -1.35756 -1.91573
S -0.02716 2.72326 -1.15920
Si -1.39731 1.66907 1.18722
O 2.80492 0.84133 -1.30577
O 3.98988 3.15110 -2.49368
O 1.27443 3.20553 -0.82855
O -0.37342 1.48902 -0.21213
O 3.75939 0.76700 -3.82695
O -1.16488 3.58989 -1.07345
N 1.45785 -3.31791 -1.06284
N 1.50545 -4.61742 -0.59236
C 4.34711 -7.00747 -0.27884
C 2.82120 -5.16248 -0.43184
C -0.91916 0.19202 2.23918
C -1.15811 2.03054 -3.49493
C -2.05332 3.91807 2.73283
C -4.01687 0.62068 1.39866
C 0.04824 2.08329 -2.81045
C 0.28639 3.72831 2.20815
C -0.50239 5.56334 3.54396
C 5.18799 -4.77198 -0.22942
C 1.27017 1.92120 -3.48158
C 3.04884 -6.53189 -0.39857
C 0.25675 -2.96111 -1.38218
C 5.42157 -6.13859 -0.19273
C 1.23943 1.69649 -4.85104
C 0.54085 4.88624 2.92531
C -0.23687 0.37257 3.44537
C -3.18922 1.50633 0.70026
C -0.98366 -2.19630 2.70116
C -3.76706 2.28717 -0.30943
C 0.03195 1.63908 -5.53419
C -1.01577 3.22905 2.10359
C -1.16460 1.79135 -4.85912
C 0.07854 -0.70832 4.25938
C 3.89948 -4.28276 -0.34995
C -1.79881 5.07932 3.44849
C 0.30990 -5.26277 -0.47190
C -5.90906 1.26060 0.06467
C -1.30373 -1.11314 1.89522
C -0.28426 -1.99345 3.88397
C -5.36204 0.49384 1.08105
C -5.11098 2.16305 -0.62517
H -5.98148 -0.20428 1.62911
H 0.60025 -0.54494 5.19336
H -2.08192 2.19008 -2.95620
H 2.17219 1.55981 -5.37860
H -6.95777 1.16194 -0.18461
H -0.30368 6.47251 4.09648
H -3.06888 3.54512 2.65987
H -3.15886 3.00623 -0.83680
H 6.43025 -6.52082 -0.11305
H 6.01206 -4.07358 -0.16793
H 1.55210 5.26497 2.99489
H -2.61406 5.60913 3.92374
H 0.03445 1.47878 -6.60431
H -1.90639 -1.27696 1.00836
H 0.04857 1.37084 3.75354
H -1.29161 -3.19500 2.41572
H -3.61000 0.02440 2.20617
H 4.70352 0.96763 -3.82451
H -2.10570 1.74770 -5.39035
H 2.23000 -7.22773 -0.47283
H 4.50631 -8.07732 -0.25405
H -5.54102 2.77485 -1.40786
H 3.73219 -3.21928 -0.40093
H -0.03840 -2.83438 4.51929
H 1.10804 3.22263 1.71122
```

As for the maximum force: 0.55 eV Å⁻¹. The relative energy (zero: lowest compared OMol25 entry of this formula, charge and spin) comes out at 0.0 kcal/mol.

Atom charges from the Löwdin analysis, given in e for atoms 1 to 6: number 1, Pb, carries 1.255; number 2, As, carries 0.887; number 3, S, carries 0.626; number 4, S, carries 0.983; number 5, S, carries 0.514; number 6, S, carries 0.592

[5]
ORCA calculation (ωB97M-V/def2-TZVPD) on C32H25BiBr2N7O2 as an isolated structure.

Structure (XYZ):
```
69
Properties=species:S:1:pos:R:3
Bi 0.36426 0.21560 -0.33074
Br 2.04798 -6.79481 -0.88687
Br 7.48015 -1.46299 0.84188
O 1.13965 1.65225 2.60688
O -1.04430 3.30672 -1.93859
N -0.68514 -0.91970 -2.58030
N 2.99413 -0.45578 0.28029
N 0.02421 -0.33750 1.72282
N 1.12854 -2.29179 -0.35608
N -1.74919 -0.15799 -0.22537
N -0.53326 2.88626 -0.72282
N 0.79064 2.09401 1.38651
C -0.81223 -1.32677 -4.93337
C 0.60852 -0.24062 4.07328
C -1.93125 -0.38142 -2.61468
C -4.40123 0.89685 -2.63875
C -2.05195 -0.75336 -4.99475
C 0.11043 3.78718 -0.08704
C -2.27674 -0.38160 1.04492
C 0.27969 5.20133 -0.52296
C -3.60081 -0.63182 1.37437
C -3.91169 0.40029 -3.81153
C 2.69404 -4.07811 -0.39648
C 2.38394 -2.73497 -0.23100
C 5.66699 -1.04634 0.61313
C -1.69547 -0.59043 3.41055
C 3.42279 -1.70997 0.11368
C -0.15538 -1.36901 -3.68959
C 0.95820 0.03929 2.66689
C 4.76098 -2.04369 0.27596
C 5.21797 0.25424 0.78101
C 0.35985 -4.51493 -0.73454
C -2.64958 -0.24379 -3.81888
C -2.49884 0.07270 -1.36933
C 1.66500 -4.97368 -0.65380
C -3.97446 -0.84092 2.70337
C -1.31508 -0.41995 2.07961
C 3.86663 0.48894 0.60200
C 0.14930 -3.15535 -0.58900
C -0.65179 -0.54083 4.40679
C -3.69969 0.74587 -1.42317
C 0.66854 3.35631 1.22841
C 0.95002 4.37147 2.28196
C -3.04551 -0.79893 3.71665
H 3.70773 -4.43839 -0.33010
H 1.61031 5.14791 1.89537
H -1.68254 2.61686 -2.16832
H 3.46732 1.48853 0.73872
H -5.35019 1.41588 -2.62047
H 1.40533 3.90831 3.15118
H -0.46784 -5.18548 -0.90982
H -0.09713 5.87231 0.24908
H 1.96625 -0.25607 2.39843
H -3.34368 -0.92805 4.74890
H 0.84526 -1.78481 -3.61993
H -4.45753 0.50427 -4.73921
H -2.58407 -0.67744 -5.93452
H 0.02308 4.85901 2.59190
H -0.84906 -2.74112 -0.66602
H 5.88967 1.05660 1.04730
H -4.12211 1.16674 -0.52217
H 1.34144 5.42251 -0.64835
H -0.32779 -1.72713 -5.81186
H 5.11056 -3.05548 0.14974
H -0.23839 5.40026 -1.45445
H -0.90912 -0.74327 5.43891
H -4.35928 -0.68180 0.60820
H 1.38937 -0.18917 4.81796
H -5.01641 -1.02331 2.92823
```

As for the maximum force: 0.42 eV Å⁻¹. The relative energy (zero: lowest compared OMol25 entry of this formula, charge and spin) comes out at 0.0 kcal/mol. Its net charge is +1.

Atom charges from the natural (NBO) analysis, given in e for atoms 1 to 6: number 1, Bi, carries 1.896; number 2, Br, carries 0.139; number 3, Br, carries 0.141; number 4, O, carries -0.431; number 5, O, carries -0.550; number 6, N, carries -0.507

[6]
ORCA calculation (ωB97M-V/def2-TZVPD) on C32H25Cl3N6O5RuTe as an isolated structure.

Structure (XYZ):
```
73
Properties=species:S:1:pos:R:3
Te -0.77784 0.02534 1.99167
Ru -0.84571 -0.11711 -2.88940
Cl 0.61920 -1.92158 -0.17593
Cl 1.75960 -7.05114 -1.30121
Cl 0.32927 -3.68933 -5.25250
O -0.34629 2.97005 -5.63722
O -2.18937 -0.60273 -1.48656
O 0.14372 -1.73295 -3.10974
O -3.85371 0.31583 -0.27283
O -0.01592 1.06264 -4.51405
N 1.89192 2.21655 -0.94880
N 5.42438 0.03394 0.19723
N 0.18446 1.05943 -1.65307
N 3.99968 1.63596 0.04791
N -2.14310 1.38720 -3.07014
N 4.96616 0.91645 -0.59290
C 0.76451 2.83527 -0.45395
C 3.00565 1.52682 2.38690
C 4.76005 0.13476 1.40893
C 0.65710 -3.98697 -3.58152
C 3.14963 0.78610 3.53688
C -3.16657 1.42505 -2.23892
C -2.21826 -1.52389 2.26282
C -2.74038 -1.36420 3.66797
C -2.47894 -0.19377 4.37709
C 1.03612 -5.24979 -3.17427
C -0.28807 2.11920 -0.89711
C 0.76613 -3.20485 -1.33176
C -0.67252 2.08537 -4.73170
C 4.89217 -0.61402 2.58201
C -3.00892 -0.03138 5.65487
C 4.07662 -0.27390 3.63415
C -3.77402 -1.03031 6.23194
C 3.83655 1.16799 1.32201
C -4.01877 -2.20526 5.53237
C -3.86580 3.49168 -3.20302
C -1.64050 0.89052 3.74618
C 2.46901 0.24260 -2.37249
C -3.11911 0.28998 -1.21924
C 1.51796 1.15251 -1.68524
C 3.26693 2.63413 -0.65691
C 1.27817 -5.47815 -1.82565
C -2.75125 3.44875 -4.05251
C -4.07171 2.47975 -2.28095
C 1.13782 -4.46287 -0.89575
C -3.50849 -2.36662 4.25556
C -1.91174 2.36649 -3.95147
C 0.51282 -2.92996 -2.67240
H -0.86042 1.24386 4.41906
H -3.00798 -1.39728 1.52342
H -3.70727 -3.27884 3.70576
H 2.72020 -0.59530 -1.72157
H -4.89916 2.48461 -1.58465
H -1.33056 2.26725 -0.69268
H -4.55354 4.32391 -3.25924
H -1.74429 -2.49045 2.10500
H 2.02147 -0.15314 -3.28019
H 2.53480 1.01912 4.39626
H 5.60565 -1.42380 2.64518
H 0.81668 3.71202 0.16712
H 1.13794 -6.04609 -3.89688
H 2.29380 2.33978 2.32217
H -4.60761 -2.99388 5.98199
H 3.19777 3.54308 -0.06112
H 4.14121 -0.82588 4.56162
H 1.33310 -4.64639 0.15086
H -2.25113 1.74468 3.45553
H 3.39395 0.75692 -2.62347
H -2.81890 0.88560 6.20042
H -4.17634 -0.89668 7.22755
H 0.46006 2.68350 -6.10049
H 3.80714 2.84487 -1.57731
H -2.54523 4.22896 -4.77162
```

As for the multiplicity: 2. As for the expectation value of S²: 0.757. As for the maximum force: 0.84 eV Å⁻¹. The relative energy (zero: lowest compared OMol25 entry of this formula, charge and spin) comes out at 20.8 kcal/mol. Its net charge is +1.

Atom charges from the Löwdin analysis, given in e for atoms 1 to 6: number 1, Te, carries 1.237; number 2, Ru, carries 1.458; number 3, Cl, carries 0.685; number 4, Cl, carries 0.707; number 5, Cl, carries 0.727; number 6, O, carries 0.202